1.
Here is C42H38FeN3OS3Se4 as an isolated structure at a distorted geometry from the OMol25 dataset. Energies are from the ωB97M-V functional and the def2-TZVPD basis.

Results
Net charge: 0
Multiplicity: 6
Frontier orbital gap (alpha / beta) in eV: 6.315 / 5.632
Molar mass in g mol⁻¹: 1068.67
⟨S²⟩: 8.8274
Relative energy (zero: lowest compared OMol25 entry of this formula, charge and spin) in kJ/mol: 326.3
LUMO level (alpha / beta) in eV: 0.14 / -1.15
Calculated total energy in hartree: -13926.7652

Positions of all 92 atoms, in Å:
Se -1.147 0.295 -2.036
Se -1.675 2.424 -2.736
Se -0.053 1.947 0.999
Se -1.506 3.928 -1.084
Fe -0.214 -0.158 -0.015
S 0.676 -2.004 -1.466
S 2.870 1.308 -0.415
S -1.880 -1.986 0.373
O 1.941 0.126 -0.494
N -0.451 -4.083 -2.697
N -2.588 -4.229 -0.882
N 0.711 -1.101 1.565
C -1.071 -8.058 1.947
C -1.178 -5.327 -2.563
C -3.100 -7.163 1.015
C 2.700 2.172 -1.984
C -1.629 -4.707 -7.143
C 5.604 1.275 -0.275
C -0.483 0.308 4.788
C -4.036 0.716 1.208
C -1.679 -2.731 -5.194
C -1.654 -3.229 -0.789
C 6.870 0.778 -0.546
C 4.493 0.611 -0.772
C -2.516 -5.907 0.906
C 0.706 -0.596 2.910
C -2.383 -8.232 1.536
C -0.481 -6.804 1.847
C -4.068 -0.087 2.339
C 2.578 4.211 -3.220
C 2.803 3.553 -2.019
C -1.635 0.960 1.432
C -2.896 -0.337 3.032
C 2.376 1.435 -3.111
C 2.245 3.486 -4.353
C 2.147 2.102 -4.303
C -0.574 -3.157 -1.697
C 4.620 -0.559 -1.501
C -2.547 -3.673 -7.231
C -1.200 -5.738 1.331
C 0.642 0.151 5.581
C -2.592 -5.060 -2.070
C 7.010 -0.370 -1.313
C -2.571 -2.687 -6.253
C 0.227 -3.792 -3.951
C -0.468 -0.043 3.440
C -0.736 -4.752 -6.080
C 5.888 -1.043 -1.781
C -3.266 -4.741 0.300
C -1.679 0.188 2.614
C -2.836 1.240 0.766
C -0.748 -3.763 -5.103
C 1.835 -0.735 3.705
C 1.812 -0.350 5.035
H -1.694 -1.953 -4.437
H -3.241 -3.631 -8.060
H 0.194 -1.982 1.541
H -3.342 -3.923 1.015
H 2.265 0.361 -3.041
H -1.392 0.716 5.211
H 2.701 -0.459 5.642
H 7.998 -0.746 -1.544
H -1.209 -5.833 -3.526
H 1.882 1.540 -5.188
H 2.041 4.004 -5.281
H -2.851 -9.205 1.619
H 0.611 0.440 6.623
H -2.907 -0.962 3.917
H 3.735 -1.090 -1.832
H 7.747 1.287 -0.170
H -4.948 0.944 0.673
H 0.695 -2.817 -3.839
H 2.632 5.290 -3.262
H 1.010 -4.536 -4.129
H -0.662 -5.976 -1.844
H 6.005 -1.939 -2.376
H -5.004 -0.510 2.681
H 0.541 -6.658 2.172
H -4.277 -5.045 0.019
H -3.282 -1.873 -6.320
H -3.081 -6.005 -1.838
H -0.741 -4.759 1.259
H -3.153 -4.557 -2.866
H 1.660 -1.281 1.254
H 5.478 2.172 0.319
H -0.511 -8.890 2.353
H -2.830 1.890 -0.098
H 3.034 4.109 -1.119
H 2.736 -1.163 3.280
H -1.600 -5.476 -7.904
H -0.009 -5.554 -6.016
H -4.128 -7.308 0.703

Cartesian forces, eV/Å:
-0.4 0.2 -1.0
0.0 -0.1 -0.1
-0.1 0.8 -0.1
0.2 0.2 0.3
0.5 -1.1 -0.1
0.1 -0.2 -0.2
0.4 -0.1 -0.6
-0.4 -0.5 0.1
0.9 0.2 -0.2
-0.2 0.2 0.1
0.3 0.0 -0.1
-0.1 0.0 0.3
0.0 0.0 0.0
-0.1 -0.1 0.2
0.0 0.1 0.0
-0.3 0.0 0.2
0.0 0.0 0.0
-0.1 0.1 0.0
0.0 -0.1 -0.1
0.0 -0.1 0.1
0.0 0.0 0.0
-0.4 0.3 0.2
0.1 0.0 -0.1
0.0 0.1 0.4
-0.1 -0.1 -0.1
-0.1 0.0 0.2
0.0 -0.1 0.0
0.0 0.0 0.0
0.0 0.1 0.0
0.0 0.0 0.0
0.0 0.0 0.1
-0.8 0.6 1.0
0.0 -0.1 0.1
-0.1 0.0 0.0
0.0 0.0 -0.1
0.1 0.0 0.0
0.4 -0.1 -0.1
-0.2 -0.1 -0.1
0.0 0.0 0.0
0.1 0.0 0.0
0.1 0.1 0.1
0.1 0.0 -0.2
0.0 0.0 0.0
0.0 0.1 0.0
-0.1 -0.1 0.0
0.2 0.0 -0.1
0.0 0.1 0.0
0.0 0.1 0.0
0.0 0.0 0.0
0.0 0.0 -0.1
0.0 -0.1 -0.1
0.1 -0.1 -0.1
0.0 0.0 -0.1
0.0 0.0 0.0
0.0 0.0 0.0
0.0 0.0 0.0
0.0 0.0 -0.1
-0.1 0.0 0.0
-0.1 0.0 0.0
0.0 0.0 0.0
0.0 0.0 0.0
0.0 0.0 0.0
0.0 0.0 0.0
0.0 0.0 0.0
0.0 0.0 0.0
0.0 0.0 0.0
0.0 0.0 0.0
0.0 0.0 0.0
0.0 0.0 0.0
0.0 0.0 0.0
0.0 0.0 0.0
0.1 -0.1 0.0
0.0 0.0 0.0
0.0 0.0 0.0
0.0 0.0 0.0
0.0 0.0 0.0
0.0 0.0 0.0
0.0 0.0 0.0
0.0 0.0 0.0
0.0 0.0 0.0
0.0 0.0 0.0
0.0 0.0 0.0
0.0 0.0 0.0
0.0 0.0 -0.1
0.0 0.0 0.0
0.0 0.0 0.0
0.1 0.0 0.1
0.0 0.0 0.0
0.0 0.0 0.0
0.0 0.0 0.0
0.0 0.0 0.0
0.0 0.0 0.0

---

2.
Here is C42H38MnN7OP2S2Se2 as an isolated structure at a distorted geometry from the OMol25 dataset. Energies are from the ωB97M-V functional and the def2-TZVPD basis.

Results
Net charge: -1
Multiplicity: 6
Frontier orbital gap (alpha / beta) in eV: 5.601 / 6.881
Molar mass in g mol⁻¹: 995.75
⟨S²⟩: 8.7567
Relative energy (zero: lowest compared OMol25 entry of this formula, charge and spin) in kJ/mol: 53.7
LUMO level (alpha / beta) in eV: 2.24 / 2.24
Calculated total energy in hartree: -9514.9042

Positions of all 95 atoms, in Å:
Se 0.461 -2.169 -1.471
Se 2.425 5.210 0.625
Mn -1.731 -0.546 -0.235
S -3.314 -3.654 2.953
S -1.462 -1.648 1.823
P 2.942 3.167 0.606
P 1.860 -0.662 -0.932
O -2.005 0.078 -1.980
N -3.416 1.076 0.666
N -3.470 1.132 2.093
N -3.264 -1.855 -0.511
N -3.635 -2.650 0.545
N 0.421 2.625 0.893
N -0.580 1.808 0.753
N -0.200 0.714 0.121
C 2.647 -0.209 -2.499
C -6.228 -1.575 2.325
C -7.148 -0.235 4.096
C -4.125 -1.197 -5.247
C 5.873 3.205 -2.909
C 3.913 -0.641 -2.868
C 3.487 2.664 2.275
C 5.093 -0.988 1.550
C -5.243 -2.863 -1.515
C -3.702 -1.353 -2.845
C 3.090 -1.274 0.250
C -4.019 -1.985 -1.582
C 3.446 -0.027 -5.145
C 4.514 3.443 -3.058
C 6.377 2.850 -1.671
C 2.179 0.410 -4.775
C -6.101 -2.340 4.591
C 4.314 -0.535 -4.192
C 4.880 -2.218 2.156
C 1.118 0.819 -0.193
C 3.983 2.065 4.951
C 3.761 -2.968 1.822
C -5.846 -2.551 3.238
C -3.121 -0.240 -5.382
C 4.960 1.849 3.994
C -6.871 -0.424 2.752
C -2.677 -0.358 -2.992
C -2.419 0.172 -4.271
C 4.201 -0.511 0.604
C 2.506 2.887 3.246
C 4.718 2.149 2.661
C 1.518 2.077 0.330
C 2.867 -2.499 0.873
C 4.168 2.965 -0.719
C 2.752 2.585 4.573
C 1.778 0.318 -3.457
C 3.666 3.307 -1.977
C -4.403 -1.729 -4.006
C 5.535 2.755 -0.573
C -6.753 -1.195 5.018
C -5.144 -3.793 2.786
C -2.904 -2.600 1.609
H 5.301 -0.871 -4.484
H -4.687 -1.527 -6.111
H -4.366 1.000 0.327
H 6.539 3.315 -3.756
H 4.115 3.733 -4.019
H -2.887 0.175 -6.355
H -6.953 -1.050 6.073
H 5.503 1.980 1.939
H -5.336 -4.022 1.741
H -5.539 -3.009 -0.483
H -2.579 0.793 2.437
H -6.068 -2.410 -2.066
H 1.982 2.760 5.313
H 5.584 -2.590 2.889
H -5.400 -4.645 3.414
H 4.571 -1.077 -2.125
H -7.658 0.661 4.429
H 5.964 2.543 0.396
H 3.756 0.031 -6.182
H 4.182 1.836 5.990
H -5.039 -3.847 -1.944
H -6.007 -1.719 1.274
H 0.778 0.615 -3.155
H -5.777 -3.082 5.313
H -1.645 0.925 -4.352
H 1.555 3.305 2.943
H 7.438 2.666 -1.549
H -5.178 -2.481 -3.933
H -2.990 1.910 0.273
H 5.921 1.443 4.285
H 3.575 -3.918 2.306
H -7.159 0.330 2.031
H 2.608 3.519 -2.082
H 1.499 0.805 -5.520
H 5.957 -0.397 1.828
H 1.989 -3.072 0.605
H -3.581 2.089 2.408
H 4.361 0.448 0.130

Cartesian forces, eV/Å:
0.1 0.1 0.2
0.0 0.1 0.0
0.0 -0.3 1.1
-0.4 0.0 0.3
-0.2 -1.0 1.3
0.0 0.1 0.1
-0.4 -0.1 -0.1
-0.4 1.0 -2.4
0.1 0.0 0.0
-0.1 0.0 0.1
-1.4 -0.9 -1.3
-0.7 -0.6 0.7
0.1 0.2 -0.1
-0.1 -0.1 0.1
1.9 1.3 0.0
0.0 0.0 0.1
0.0 -0.1 0.0
0.0 0.0 0.0
-0.2 -0.2 -0.2
0.0 0.0 -0.1
0.0 0.1 0.2
0.1 0.0 0.0
0.2 0.0 0.0
-0.2 0.0 -0.1
0.3 0.5 -0.7
0.1 0.1 0.1
0.2 -0.4 1.3
0.1 0.1 0.0
0.0 -0.2 -0.1
0.1 0.0 0.0
0.0 0.1 0.0
0.0 0.0 -0.1
0.1 0.0 -0.1
-0.1 -0.1 0.0
-0.1 0.2 0.5
0.0 0.0 0.0
0.1 0.0 0.1
0.0 0.1 0.0
0.2 0.1 0.3
0.1 0.0 0.1
-0.1 0.0 0.0
-0.1 -0.1 0.7
-0.1 0.0 -0.5
-0.2 -0.1 -0.1
0.1 0.0 0.0
-0.1 0.0 -0.1
-0.2 -0.3 -0.4
0.0 0.0 -0.1
-0.1 -0.1 0.0
0.0 0.0 0.0
0.0 0.2 0.1
0.0 -0.1 0.0
0.1 0.0 0.2
-0.1 -0.1 0.1
0.0 0.0 0.1
0.6 0.0 -0.1
0.7 0.7 -0.7
0.0 0.0 0.0
0.0 0.0 0.0
0.0 -0.1 -0.1
0.0 0.0 0.0
0.0 0.0 -0.1
0.0 0.0 0.0
0.0 0.0 0.0
-0.1 -0.1 0.2
-0.1 -0.1 0.0
0.0 0.0 0.0
0.0 -0.1 0.0
0.0 0.0 0.0
0.0 0.0 0.0
0.0 0.0 0.0
-0.1 0.0 -0.1
0.0 0.0 0.0
0.0 0.0 0.0
0.0 0.0 -0.2
0.0 0.0 0.0
0.0 0.0 0.0
0.0 0.0 0.0
0.0 0.0 0.0
0.0 0.0 -0.1
0.0 0.0 0.0
0.0 0.0 0.1
0.0 0.0 0.0
0.0 0.0 0.0
0.0 0.0 0.0
0.1 0.0 0.0
0.0 0.0 0.0
0.0 0.0 0.0
0.0 0.0 0.0
0.0 0.0 0.0
0.0 0.0 0.0
0.0 0.0 0.0
0.0 0.0 0.0
0.1 0.0 0.0
0.1 0.1 0.0